Below is a 11-piece molecular cluster, C30H58Cl14O8S3 overall at a distorted geometry, with properties calculated with ωB97M-V/def2-TZVPD.

The geometry in XYZ format:
```
113
Properties=species:S:1:pos:R:3:forces:R:3:lowdin_charge:R:1
Cl 10.8967 7.7607 -22.2803 0.2679 -0.3707 -0.2343 0.616
Cl 10.9044 11.7341 -21.1874 -0.2062 -0.3074 -0.0130 0.508
Cl 3.9717 9.7260 -25.8753 -0.3721 0.3708 0.2066 0.617
Cl 9.4971 6.0802 -26.1294 0.2746 -1.5121 0.9191 0.702
Cl 7.5923 14.9223 -33.4335 0.6284 -0.8340 0.3069 0.512
Cl 4.8922 16.2816 -28.4380 -0.0498 0.4548 0.7521 0.597
Cl 12.9628 9.0467 -25.6628 0.0490 0.7229 0.9767 0.650
Cl 1.7921 8.1138 -27.6048 -0.5167 0.3517 0.1458 0.607
Cl 8.4228 13.0096 -23.4698 -0.6281 -0.1601 -0.2948 0.657
Cl 10.0942 15.1467 -21.6627 0.1055 0.1041 0.4372 0.578
Cl 13.0982 13.1683 -23.1917 0.0298 -0.0049 0.4075 0.567
Cl 8.7054 10.9993 -31.7574 -0.1418 1.1007 -0.3108 0.671
Cl 4.2402 12.7294 -28.0566 -0.4246 0.8861 -0.3520 0.581
Cl 14.4952 8.7096 -28.4456 -0.4832 0.3803 0.0640 0.535
S 11.5349 13.4190 -27.7362 -0.2013 2.6869 1.7659 0.716
S 8.1793 9.7897 -25.6049 1.7500 -0.6759 -1.9834 0.684
S 6.1649 5.2537 -26.6733 -2.9628 -0.6832 1.5470 0.667
O 7.0651 9.2779 -24.8541 -0.4287 0.3031 0.3218 -0.321
O 10.9461 7.8733 -32.5772 -0.2447 -0.2188 0.5129 0.110
O 7.1159 5.7153 -27.6313 0.3101 0.5141 -0.6997 -0.381
O 9.4770 9.9648 -24.9464 -1.4360 0.2677 -0.4061 -0.359
O 12.9320 13.5497 -27.3875 0.0151 -1.2434 -0.4047 -0.320
O 9.9827 7.2281 -30.6660 0.4894 -0.6289 1.4778 0.052
O 10.7181 12.2328 -27.4690 1.1200 0.8757 -0.8020 -0.337
O 6.4967 4.2616 -25.6883 0.7681 -0.1554 0.1603 -0.326
C 5.3641 14.9188 -29.4026 -0.0780 -1.5920 -1.0497 -0.721
C 9.9644 7.6347 -31.9241 -0.7103 0.2699 -1.8240 -0.502
C 8.4115 8.6947 -27.0409 -0.1307 2.2059 -0.0099 -0.254
C 7.8276 12.5620 -32.0749 0.4740 0.1967 0.6444 -0.610
C 7.5020 9.2803 -28.1340 -0.8371 -1.4706 -0.3347 -0.217
C 4.2688 13.8315 -29.4965 0.8990 0.3012 -0.3431 -0.605
C 10.7781 14.8938 -26.8561 -0.7942 -1.4408 -0.6286 -0.203
C 8.4138 14.7755 -23.7422 0.7377 -0.6048 -0.2954 -0.601
C 6.9982 10.7091 -27.8753 -0.4659 -1.2817 2.1211 -0.198
C 1.3165 9.0586 -26.1714 0.5757 0.8990 0.6759 -0.628
C 10.7878 16.0326 -27.8666 -0.1412 -0.1040 0.4679 -0.204
C 3.8856 5.9494 -25.4388 -0.1611 -1.0282 -1.4375 -0.209
C 9.7890 7.0798 -23.5054 -0.3572 -0.3339 -0.4863 -0.602
C 13.0160 9.7215 -28.2534 0.1740 1.1181 -0.0588 -0.640
C 7.7915 7.9535 -31.0248 -0.2077 -0.8862 -0.5768 -0.184
C 8.6206 13.4594 -33.0155 -0.5022 -0.3778 -1.0296 -0.607
C 7.7457 11.2186 -26.6269 0.8275 1.1805 0.3673 -0.216
C 8.5010 7.8316 -32.3850 -0.2884 -0.5669 0.6253 -0.093
C 5.2474 6.5657 -25.7378 0.0394 0.6631 -0.1109 -0.233
C 10.3781 7.0280 -24.8991 0.7398 0.8409 -0.5828 -0.632
C 12.0893 9.2292 -27.1632 -0.4716 -2.2093 -1.4849 -0.683
C 8.6728 7.1244 -30.0749 -0.1414 1.2696 -0.0741 -0.131
C 10.4865 15.4220 -29.2419 0.3333 0.2315 -0.1144 -0.209
C 3.4305 5.2094 -26.7376 0.3499 -0.2499 0.2931 -0.228
C 11.3008 14.1420 -29.3923 -1.0368 -1.4003 -0.2907 -0.211
C 11.7455 12.1762 -23.7244 -1.0692 -0.3865 -1.7740 -0.724
C 4.6349 4.5657 -27.4509 0.0480 1.0772 -0.6112 -0.199
C 11.1305 11.0904 -22.8522 1.0921 0.8261 0.4965 -0.661
C 2.2488 10.2512 -25.9477 0.2265 -0.4599 -0.4121 -0.606
C 9.7557 15.2764 -23.3890 1.2995 1.0673 0.6872 -0.721
H 8.4387 8.6576 -33.0897 -0.0230 0.1863 0.3689 0.081
H 1.3521 8.4407 -25.2764 -0.0521 -0.3341 -0.2486 0.067
H 10.1700 10.8252 -23.2847 0.2486 -0.0174 0.3136 0.005
H 6.6375 8.6145 -28.2105 -0.2202 0.0873 -0.0372 0.116
H 9.6313 13.7930 -32.7966 -0.2613 0.1005 0.8762 0.067
H 7.9478 9.1572 -29.1212 0.2239 0.6974 0.7635 0.049
H 10.9226 12.8039 -24.0716 0.2067 0.4174 0.5832 -0.003
H 8.3438 6.1078 -29.8607 0.2671 -0.2207 -0.7698 0.124
H 7.7394 9.0172 -30.7981 -0.2814 -0.4563 0.3936 0.015
H 6.8335 7.4384 -30.9566 -0.4185 0.6755 -0.4405 0.122
H 0.3197 9.4875 -26.2630 -0.1263 -0.3768 -0.3456 0.078
H 6.9543 11.2521 -28.8143 0.3003 0.6187 0.3917 0.095
H 11.1000 9.6861 -27.1471 0.6558 1.0874 0.6030 0.040
H 10.6831 13.3670 -29.8515 0.1951 0.0484 -0.4769 0.082
H 12.2373 14.2368 -29.9352 0.1575 -0.0029 0.3682 0.111
H 10.3394 7.9949 -25.3941 0.6580 0.1246 0.6293 -0.009
H 11.7754 10.2233 -22.7567 -0.0752 0.0283 -0.0832 0.011
H 8.6236 7.5902 -29.0888 0.8819 -0.3534 -0.2815 0.070
H 8.2789 7.6855 -26.6579 -0.2820 0.3421 -0.7157 -0.017
H 4.6549 3.4796 -27.4114 0.2952 0.0586 0.3608 0.099
H 3.0804 6.6551 -25.2452 0.3892 0.2837 0.4757 0.083
H 8.6859 11.7366 -26.8339 0.1975 -0.4880 -0.1539 0.064
H 9.4240 15.2059 -29.3681 -0.0526 -0.1050 0.3903 0.107
H 2.1554 10.9682 -26.7605 0.1222 0.0068 0.0232 0.040
H 10.5708 14.7710 -23.9071 -0.2572 -0.2052 0.0403 0.017
H 4.4871 13.1352 -30.3043 0.1969 0.2119 -0.1368 0.055
H 6.8616 12.3393 -32.5205 0.1178 -0.1772 -0.0979 0.070
H 5.1985 7.4767 -26.3376 -0.2944 -0.3237 -0.5280 0.034
H 10.0261 16.7705 -27.6137 0.0618 0.0542 0.0453 0.116
H 7.6481 12.9963 -31.0934 0.1022 0.1296 -0.0317 0.044
H 13.2788 10.7499 -27.9954 0.6614 -0.1719 0.2307 0.050
H 9.7704 14.5196 -26.6561 -0.1805 0.2980 0.0604 0.084
H 3.3531 14.3521 -29.7710 -0.4573 -0.4522 0.7291 0.074
H 8.4262 14.9948 -24.8123 -1.2263 -0.2204 -0.0137 0.066
H 2.0270 10.7342 -24.9986 -0.0535 -0.0399 -0.0183 0.077
H 11.2788 15.0525 -25.9040 0.3253 -0.0358 -0.2521 0.091
H 4.6066 4.8503 -28.5031 0.2986 0.0024 -0.0205 0.092
H 12.6126 9.8566 -29.2562 -0.5558 -0.6777 0.1284 0.071
H 9.5749 6.0397 -23.2643 -0.3920 0.2520 0.5648 0.075
H 11.7584 16.5247 -27.7995 0.0322 0.0166 -0.3824 0.123
H 5.7090 6.9649 -24.8333 0.6629 -0.7465 -0.0084 0.100
H 7.6310 15.1799 -23.1081 -0.1217 0.2602 -0.4848 0.078
H 5.5529 15.3089 -30.4037 -0.1456 -0.1108 -0.0838 0.061
H 3.9459 5.1801 -24.6704 0.1593 0.3761 0.3619 0.115
H 9.8633 16.3328 -23.6454 -0.2406 0.0408 0.0077 0.081
H 9.4023 8.9072 -27.4449 0.2971 -0.5213 0.7145 0.084
H 2.7287 4.4137 -26.4896 -0.1982 0.1847 0.0210 0.111
H 2.9304 5.9413 -27.3749 0.2225 -0.3852 -0.0379 0.024
H 11.3882 6.6268 -24.8703 0.0070 0.1622 -0.0485 0.061
H 10.7023 16.1067 -30.0629 0.2374 0.0629 0.1106 0.118
H 12.0478 11.7628 -24.6899 0.2888 -0.5194 0.2751 0.040
H 8.0225 6.9970 -32.9002 0.7873 -0.4088 -0.1372 0.122
H 11.7863 8.1950 -27.3601 0.2683 -0.0975 -0.4039 0.060
H 5.9960 10.5356 -27.4852 -0.3089 0.4968 -0.5573 0.020
H 8.9518 7.7709 -23.4563 -0.3700 -0.5323 -0.1207 0.048
H 8.7642 12.8544 -33.9121 -0.2706 0.3634 -0.3140 0.068
H 7.2937 11.8997 -25.9018 -0.8201 -0.0166 -0.4204 0.072
H 6.2915 14.4393 -29.0892 0.0247 0.3434 0.4702 0.054
```
Positions in Å, forces in eV/Å.

## Properties
* net charge: 0
* largest force on an atom: 3.41 eV/A
* SMILES string: O=S1(=O)CCCC1.O=S1(=O)CCCC1.O=S1(=O)CCCC1.O=C1CCCO1.ClCCCl.ClCCCl.ClCCCl.ClCCCl.ClCCCl.ClCCCl.ClCCCl
* spin multiplicity: 1
* E_HOMO: -9.60 eV
* relative energy (zero: lowest compared OMol25 entry of this formula, charge and spin): 0.0000 eV
* total energy: -256248.1822 eV